[1]
The following is a quantum chemistry calculation of 2 unconnected molecules or ions with the total composition C21H21F3N2, from OMol25.

XYZ file:
```
47
Properties=species:S:1:pos:R:3:forces:R:3
F 2.376 -6.255 1.875 0.1 0.3 0.8
C 2.433 -5.356 2.902 0.1 0.2 -0.1
F 1.393 -5.634 3.746 0.7 -0.1 -0.4
F 3.589 -5.618 3.596 -0.8 -0.1 -0.3
C 2.374 -3.943 2.399 -0.2 -0.7 0.4
C 1.831 -2.954 3.224 0.1 0.0 -0.3
C 1.700 -1.669 2.742 0.0 0.3 -0.2
C 2.105 -1.335 1.419 0.2 -0.3 0.0
C 1.941 -0.029 0.887 -0.2 0.0 0.4
C 2.445 0.302 -0.360 0.6 1.3 -2.0
N 2.823 0.664 -1.418 -0.6 -0.7 1.5
C 2.732 -2.351 0.644 0.0 -0.2 0.2
C 2.855 -3.643 1.127 -0.1 0.6 0.0
H 1.537 -3.193 4.244 0.0 0.0 -0.2
H 1.308 -0.874 3.385 0.1 -0.3 -0.2
H 1.596 0.771 1.537 0.3 0.0 0.0
H 3.149 -2.097 -0.330 -0.2 0.0 0.2
H 3.346 -4.404 0.523 -0.2 0.1 0.1
C -1.558 4.927 -0.728 -0.1 0.1 0.2
C -0.470 4.428 0.222 0.4 -0.2 -0.2
C -0.798 3.065 0.828 -0.2 -0.1 0.4
N -1.165 2.090 -0.220 -0.1 -0.8 0.2
C -0.749 0.834 -0.183 -0.9 0.3 0.8
C -1.035 -0.134 -1.216 -0.2 -0.5 -0.9
C -1.108 0.231 -2.590 0.0 -0.2 0.4
C -1.557 -0.685 -3.536 0.1 0.0 0.3
C -1.939 -1.974 -3.137 0.2 0.3 0.3
C -1.816 -2.364 -1.797 0.0 0.2 -0.1
C -1.328 -1.470 -0.846 0.0 0.6 0.0
C -2.352 2.533 -0.979 0.0 0.4 -0.6
C -2.064 3.850 -1.682 0.1 0.0 -0.3
H -2.396 5.303 -0.134 0.0 0.0 0.0
H -1.158 5.761 -1.310 -0.2 0.0 0.1
H 0.485 4.360 -0.313 -0.1 -0.1 0.1
H -0.329 5.130 1.052 0.0 -0.1 -0.2
H 0.042 2.676 1.414 -0.2 0.0 -0.2
H -1.669 3.182 1.495 0.2 -0.2 -0.1
H -0.354 0.487 0.776 0.3 0.1 -0.6
H -0.798 1.231 -2.908 -0.1 -0.4 0.2
H -1.607 -0.389 -4.583 0.0 -0.1 0.3
H -2.319 -2.670 -3.880 0.1 0.0 0.2
H -2.117 -3.365 -1.491 0.2 0.2 -0.1
H -1.219 -1.755 0.203 0.0 0.0 -0.3
H -2.681 1.782 -1.704 0.2 0.1 0.4
H -3.172 2.691 -0.255 0.4 -0.2 0.0
H -2.987 4.173 -2.175 0.2 0.0 0.0
H -1.312 3.689 -2.466 -0.1 -0.1 0.1
```
Positions in Å, forces in eV/Å.

**Orbital gap**: 4.3 eV
**Highest occupied orbital energy**: -5.886 eV
**Charge**: 0
**LUMO energy**: -1.6 eV
**Relative energy (zero: lowest compared OMol25 entry of this formula, charge and spin)**: 1.894 eV

natural (NBO) atomic charge list, values in e, 5 entries:
1 F -0.3359
2 C 0.9826
3 F -0.3377
4 F -0.3392
5 C -0.2464

***

[2]
The following is a quantum chemistry calculation of 7 unconnected molecules or ions with the total composition C21H21F7O21, from OMol25.

XYZ file:
```
70
Properties=species:S:1:pos:R:3:forces:R:3
O 7.794 12.260 3.716 -1.8 0.0 -1.1
C 6.600 12.183 3.548 1.6 -0.8 2.5
O 5.714 13.110 3.848 -0.3 2.7 -0.7
C 4.380 12.617 3.787 -0.3 0.0 1.8
C 4.564 11.352 3.008 0.5 -0.8 3.1
F 4.494 11.607 1.746 0.1 0.4 -3.6
O 5.896 11.034 3.414 0.1 -1.4 -1.7
H 4.144 12.418 4.832 -0.3 -0.4 0.0
H 3.620 13.330 3.465 0.6 0.1 -0.6
H 3.953 10.475 3.221 -0.1 0.2 0.4
O -4.149 19.330 -7.909 0.0 0.6 0.3
C -4.046 20.275 -7.196 -0.2 -0.8 0.1
O -5.066 20.907 -6.563 -0.7 -1.9 -0.7
C -4.590 22.058 -5.996 -0.2 2.5 -0.6
C -3.136 21.837 -5.848 0.0 -0.7 -0.1
F -2.921 21.238 -4.665 0.8 -0.2 1.3
O -2.869 20.853 -6.832 0.2 0.8 -0.2
H -4.652 22.835 -6.757 -0.5 0.5 0.0
H -5.140 22.380 -5.111 0.2 -0.4 0.0
H -2.539 22.743 -5.958 0.3 -0.4 -0.1
O 7.708 14.734 -9.728 2.3 -3.0 -2.2
C 8.269 13.926 -10.483 -2.5 2.6 3.1
O 8.422 14.140 -11.789 -1.2 0.5 1.0
C 8.952 12.998 -12.330 1.7 -1.4 -2.4
C 9.149 11.976 -11.230 -0.7 0.3 -0.2
F 10.420 11.669 -11.055 2.3 -0.4 0.1
O 8.729 12.674 -10.129 -1.3 1.5 1.3
H 8.377 12.507 -13.116 -0.4 0.7 -0.2
H 9.895 13.361 -12.738 0.3 -0.9 -0.2
H 8.643 11.013 -11.306 -0.5 0.2 -0.2
O 4.499 19.148 -1.391 0.0 2.5 -2.3
C 4.581 19.777 -2.465 -2.3 -6.2 6.3
O 3.727 19.566 -3.410 -3.6 1.0 -1.4
C 4.173 20.185 -4.589 2.2 -2.0 -1.4
C 5.485 20.761 -4.166 -0.5 1.7 -0.4
F 5.340 22.104 -4.081 0.1 1.8 -0.5
O 5.593 20.395 -2.846 5.3 1.8 -0.8
H 4.457 19.308 -5.172 -0.5 0.2 -0.9
H 3.696 20.946 -5.206 -1.2 -0.3 0.8
H 6.304 20.603 -4.867 0.4 -0.5 0.7
O 7.900 22.952 -10.515 4.1 0.5 -1.5
C 9.009 23.274 -10.946 -1.9 -0.1 0.3
O 10.139 22.507 -11.207 -2.0 -0.2 -0.5
C 11.208 23.404 -11.431 1.9 -0.5 2.1
C 10.610 24.701 -11.786 -0.5 -1.1 1.4
F 10.482 24.744 -13.105 0.3 0.9 -1.9
O 9.315 24.582 -11.281 -0.8 0.1 1.1
H 11.695 23.386 -10.456 0.2 0.8 0.3
H 12.069 23.213 -12.072 -0.8 -1.1 -0.8
H 11.208 25.497 -11.341 -0.6 0.6 -0.4
O 5.547 18.391 8.902 -0.6 1.4 -0.9
C 5.196 19.252 8.145 1.8 0.0 0.0
O 4.062 19.319 7.473 -2.2 -1.0 -0.4
C 3.875 20.588 6.843 0.7 0.1 0.4
C 5.345 20.969 6.647 -2.4 -2.5 0.1
F 5.435 22.236 6.762 1.1 4.3 0.3
O 5.990 20.332 7.719 0.2 -1.0 0.1
H 3.342 20.656 5.895 0.0 -1.1 0.0
H 3.317 21.235 7.519 0.4 0.2 0.3
H 5.602 20.673 5.630 1.1 -0.4 0.2
O 1.515 20.619 -16.270 0.8 -1.9 1.7
C 1.710 19.914 -15.283 -1.0 3.8 -3.7
O 2.857 19.569 -14.801 2.7 -0.4 0.0
C 2.721 18.766 -13.640 -1.1 0.0 -0.5
C 1.267 19.133 -13.222 2.2 -1.1 -1.4
F 1.358 20.144 -12.351 -0.8 0.8 0.4
O 0.720 19.570 -14.505 -1.7 -1.7 3.7
H 2.785 17.728 -13.967 0.1 -0.1 0.3
H 3.487 19.021 -12.907 -0.2 0.0 -0.1
H 0.839 18.248 -12.750 -1.1 0.5 -0.4
```
Positions in Å, forces in eV/Å.

**Orbital gap**: 11.0 eV
**SMILES string**: O=C1OC[C@@H](F)O1.O=C1OC[C@@H](F)O1.O=C1OC[C@@H](F)O1.O=C1OC[C@@H](F)O1.O=C1OC[C@@H](F)O1.O=C1OC[C@@H](F)O1.O=C1OC[C@@H](F)O1
**Highest occupied orbital energy**: -10.742 eV
**Charge**: 0
**LUMO energy**: 0.2 eV
**Relative energy (zero: lowest compared OMol25 entry of this formula, charge and spin)**: 5.312 eV

natural (NBO) atomic charge list, values in e, 5 entries:
1 O -0.5581
2 C 0.9642
3 O -0.4769
4 C -0.1333
5 C 0.4333

***

[3]
The following is a quantum chemistry calculation of C21H21FN2O4S in the gas phase, from OMol25.

XYZ file:
```
50
Properties=species:S:1:pos:R:3:forces:R:3
C -0.900 -4.633 -0.676 0.1 0.0 0.0
C -0.254 -3.357 -0.234 0.0 0.1 -0.1
C 0.908 -3.384 0.532 0.0 0.2 0.0
C 1.519 -2.208 0.925 0.2 -0.2 0.1
C 0.968 -0.993 0.557 0.3 0.6 0.1
S 1.852 0.474 1.098 0.0 0.0 -0.2
O 3.248 0.192 0.929 -0.1 -0.1 -0.2
O 1.393 0.835 2.415 0.0 0.1 0.0
N 1.437 1.709 0.087 0.3 -0.8 0.7
C 0.484 2.711 0.513 -0.4 0.1 0.4
C -0.939 2.145 0.590 0.2 0.5 0.2
O -1.730 2.219 -0.330 -0.1 0.0 -0.4
N -1.215 1.577 1.778 -0.1 -0.2 0.4
C -2.477 0.922 2.051 0.0 -0.1 0.2
C -2.324 -0.558 2.198 -0.9 -0.1 -0.6
C -3.054 -1.599 1.704 0.2 0.6 0.3
C -2.452 -2.778 2.211 0.4 0.0 0.4
C -1.403 -2.363 2.968 -0.4 -0.8 -0.2
O -1.321 -1.024 2.970 0.2 0.6 0.2
C 2.086 1.797 -1.204 0.2 -0.1 -0.5
C 1.189 1.318 -2.316 0.0 0.3 -0.1
C 1.174 -0.014 -2.711 0.0 0.2 -0.2
C 0.287 -0.461 -3.675 0.0 -0.1 0.0
C -0.605 0.420 -4.263 0.0 0.0 0.0
C -0.596 1.756 -3.905 0.0 0.2 0.1
C 0.300 2.184 -2.944 0.1 -0.4 -0.2
F 0.330 3.496 -2.630 0.0 0.0 0.1
C -0.185 -0.944 -0.200 -0.1 0.0 0.1
C -0.788 -2.126 -0.594 0.2 -0.1 0.1
H -0.826 -5.391 0.099 0.0 -0.1 0.0
H -0.398 -5.014 -1.566 0.0 -0.1 -0.1
H -1.947 -4.472 -0.920 -0.1 0.0 0.0
H 1.335 -4.333 0.821 0.1 -0.1 0.1
H 2.426 -2.208 1.507 0.1 -0.1 0.1
H 0.783 3.084 1.498 -0.1 0.1 -0.1
H 0.492 3.531 -0.206 0.0 -0.2 0.0
H -0.441 1.379 2.405 -0.1 0.2 -0.1
H -2.894 1.344 2.975 0.0 0.0 -0.2
H -3.153 1.141 1.220 0.1 -0.1 0.2
H -3.910 -1.534 1.066 -0.2 0.1 -0.2
H -2.763 -3.787 2.034 0.0 -0.3 0.0
H -0.667 -2.899 3.533 0.2 0.0 0.1
H 2.395 2.833 -1.380 0.0 -0.2 0.1
H 2.975 1.168 -1.131 0.0 0.2 -0.2
H 1.870 -0.701 -2.253 0.1 -0.1 0.1
H 0.292 -1.501 -3.964 0.0 -0.1 0.0
H -1.303 0.071 -5.008 -0.1 0.0 -0.1
H -1.271 2.468 -4.353 -0.1 0.1 0.0
H -0.614 -0.001 -0.494 -0.1 0.1 -0.1
H -1.688 -2.085 -1.189 -0.1 0.0 -0.1
```
Positions in Å, forces in eV/Å.

**Orbital gap**: 9.2 eV
**SMILES string**: Cc1ccc(S(=O)(=O)N(CC(=O)NCc2ccco2)Cc2ccccc2F)cc1
**Highest occupied orbital energy**: -8.567 eV
**Charge**: 0
**LUMO energy**: 0.7 eV
**Relative energy (zero: lowest compared OMol25 entry of this formula, charge and spin)**: 1.119 eV

natural (NBO) atomic charge list, values in e, 5 entries:
1 C -0.6335
2 C -0.0029
3 C -0.2143
4 C -0.1813
5 C -0.3531

***

[4]
The following is a quantum chemistry calculation of a molecular structure, C21H21I2NO4S, from OMol25.

XYZ file:
```
50
Properties=species:S:1:pos:R:3:forces:R:3
C -3.297 4.249 0.030 0.2 0.1 -0.1
C -3.308 4.322 -1.492 -0.1 -0.1 -0.2
O -2.059 4.731 -2.037 0.1 0.3 0.0
C -1.363 3.729 -2.745 0.0 -0.1 0.0
C -0.879 2.618 -1.853 0.2 -0.3 0.2
C 0.066 2.893 -0.860 -0.2 -0.3 -0.1
C 0.525 1.895 -0.015 0.1 0.1 0.0
C 0.041 0.589 -0.160 0.0 0.1 0.0
C -0.894 0.305 -1.147 0.1 0.3 -0.2
C -1.372 -1.081 -1.317 -0.4 0.0 0.0
I -3.411 -1.290 -0.885 0.0 -0.1 0.0
C -0.573 -2.078 -1.670 0.2 -0.1 -0.1
C 0.877 -1.926 -2.005 0.2 0.1 0.1
I -1.185 -4.067 -1.815 -0.4 0.0 0.0
C -1.353 1.323 -1.985 0.1 0.2 0.0
S 0.624 -0.730 0.833 0.3 -0.1 0.3
C 1.124 0.172 2.259 0.0 0.1 0.2
C 1.162 -0.499 3.479 0.2 0.3 0.0
C 1.616 0.151 4.618 0.0 0.1 -0.1
C 2.012 1.483 4.545 -0.1 -0.3 -0.2
C 1.960 2.155 3.332 -0.1 -0.2 0.2
C 1.518 1.508 2.182 0.0 -0.2 0.0
N 1.510 2.210 0.950 -0.6 0.0 0.3
H -3.763 5.126 0.470 -0.1 0.1 0.1
H -2.264 4.223 0.367 0.1 -0.1 0.1
H -3.800 3.358 0.393 -0.1 -0.1 0.1
H -3.590 3.357 -1.917 0.0 -0.1 0.0
H -4.042 5.050 -1.835 -0.1 0.0 0.0
H -1.985 3.313 -3.542 -0.1 0.0 -0.1
H -0.516 4.225 -3.216 0.1 0.1 0.0
H 0.442 3.903 -0.750 0.0 0.1 0.0
H 1.138 -0.875 -2.117 0.0 0.0 -0.1
H 1.108 -2.464 -2.920 0.0 0.0 -0.2
H 1.499 -2.341 -1.209 -0.1 0.0 -0.1
H -2.087 1.091 -2.747 0.0 0.0 0.0
H 0.862 -1.536 3.515 0.0 -0.1 0.0
H 1.662 -0.379 5.558 0.0 0.0 0.1
H 2.365 1.990 5.430 0.0 0.1 0.0
H 2.277 3.188 3.282 0.0 0.1 -0.1
H 1.438 3.196 1.157 0.4 0.1 -0.2
C 1.078 -6.558 -0.175 0.0 -0.1 -0.1
C 1.993 -5.799 -1.122 0.0 -0.1 0.0
O 2.034 -4.503 -0.519 0.2 -0.1 0.0
C 1.729 -4.620 0.795 -0.2 -0.1 -0.2
O 1.808 -3.740 1.584 0.1 0.1 0.2
O 1.293 -5.871 1.063 0.0 0.0 0.1
H 1.333 -7.608 -0.062 0.1 0.0 0.1
H 0.027 -6.460 -0.449 0.1 0.0 0.0
H 3.004 -6.208 -1.141 0.0 0.0 0.0
H 1.610 -5.720 -2.136 -0.1 0.1 0.0
```
Positions in Å, forces in eV/Å.

**Orbital gap**: 7.4 eV
**Highest occupied orbital energy**: -7.386 eV
**Charge**: 0
**LUMO energy**: 0.0 eV

natural (NBO) atomic charge list, values in e, 5 entries:
1 C -0.6414
2 C -0.0684
3 O -0.5374
4 C -0.0762
5 C -0.0337